[1]
DFT (ωB97M-V/def2-TZVPD) results for 11 unconnected molecules or ions with the total composition C5H33N2O10.

## Properties
Charge: +1
HOMO-LUMO gap (eV): 9.8
ΔE to the lowest compared entry with this formula, charge and spin (kcal/mol): 14.2
Calculated total energy (eV): -29172.023
F_max (hartree/bohr): 0.0315

XYZ file:
```
50
Properties=species:S:1:pos:R:3:forces:R:3:nbo_charge:R:1
N 1.453 -1.006 0.963 0.486 1.079 0.174 -0.748
C 0.153 -0.432 0.434 -0.280 -0.654 0.725 -0.056
C 0.428 0.787 -0.426 1.115 -0.006 -0.377 -0.478
C -0.710 1.063 -1.369 0.111 0.873 -0.681 -0.178
C -0.670 2.039 -2.288 -0.517 -0.851 0.413 -0.415
C -0.721 -0.110 1.664 -0.452 -0.776 -0.127 -0.239
N -0.948 -1.371 2.383 0.465 -0.521 -1.438 -0.869
H 1.276 -1.469 1.857 -0.220 -0.119 -0.035 0.446
H 1.854 -1.684 0.288 -0.077 -0.140 -0.052 0.468
H 2.180 -0.244 1.151 -0.865 -0.753 -0.426 0.476
H -0.375 -1.262 -0.124 0.762 0.837 0.345 0.239
H 0.639 1.669 0.227 -0.226 -0.567 -0.397 0.222
H 1.400 0.635 -0.993 -1.202 0.172 0.509 0.258
H -1.589 0.425 -1.301 0.034 0.073 0.035 0.202
H 0.197 2.651 -2.421 0.491 0.335 0.073 0.202
H -1.483 2.230 -2.977 -0.083 -0.130 0.069 0.209
H -1.664 0.354 1.344 0.245 0.120 -0.159 0.194
H -0.219 0.585 2.332 0.179 0.167 0.011 0.207
H -1.506 -2.014 1.807 0.281 0.366 0.216 0.383
H -1.418 -1.272 3.246 -0.450 0.370 0.990 0.374
H 2.722 1.231 3.113 0.107 0.038 0.196 0.494
H 3.077 0.127 4.155 -0.159 0.165 -1.144 0.483
O 2.950 0.289 3.191 0.070 -0.452 1.223 -0.999
H 2.126 -3.723 -1.076 -0.004 0.312 -0.103 0.491
H 1.777 -2.382 -1.853 0.041 -0.297 0.103 0.519
O 2.161 -2.759 -1.025 0.026 -0.056 0.034 -1.002
H -4.138 -3.506 -2.898 -0.279 -0.386 -0.107 0.505
H -4.311 -2.034 -2.445 0.595 -0.761 -0.157 0.505
O -3.649 -2.754 -2.567 -0.821 1.179 0.099 -0.963
H -2.722 -2.931 -1.081 -0.113 -0.413 -0.110 0.492
H -2.197 -4.053 -0.138 -0.072 -0.931 -0.075 0.477
O -2.240 -3.120 -0.270 0.463 1.291 0.610 -0.986
H -2.736 3.771 0.795 -0.433 0.303 0.134 0.493
H -1.673 3.209 -0.130 0.230 -0.174 -0.533 0.500
O -1.950 3.232 0.785 0.093 -0.253 0.136 -0.956
H 1.166 -0.695 -3.393 -0.016 -0.475 0.107 0.485
H 0.144 -1.832 -3.472 -1.012 -0.273 -0.378 0.514
O 1.024 -1.628 -3.165 1.041 0.867 0.208 -0.980
H -0.478 4.092 3.328 -0.220 0.302 0.134 0.489
H -0.780 3.296 1.992 0.349 0.354 0.850 0.516
O -0.163 3.383 2.773 -0.028 -0.633 -0.828 -1.001
H -1.804 -1.990 -5.010 0.130 0.015 -0.137 0.484
H -2.283 -2.359 -3.606 -0.242 -0.073 0.252 0.497
O -1.497 -2.136 -4.113 0.302 0.141 -0.309 -0.983
H 2.962 1.879 1.184 0.341 -0.121 -0.418 0.505
H 4.115 1.010 0.606 -0.173 0.085 0.048 0.490
O 3.179 1.220 0.485 0.140 0.111 0.200 -0.985
H 1.508 3.112 2.572 -0.100 0.352 0.244 0.525
H 2.971 3.582 2.925 0.641 1.183 0.576 0.497
O 2.466 2.896 2.540 -0.694 -1.275 -0.721 -1.004
```
Forces are in eV/Å.

[2]
DFT (ωB97M-V/def2-TZVPD) results for 11 unconnected molecules or ions with the total composition C5H33NO11.

## Properties
HOMO-LUMO gap (eV): 9.8
ΔE to the lowest compared entry with this formula, charge and spin (kcal/mol): 29.6
SMILES: CC(C)CNCO.O.O.O.O.O.O.O.O.O.O
Calculated total energy (eV): -29734.143
F_max (hartree/bohr): 0.0713

XYZ file:
```
50
Properties=species:S:1:pos:R:3:forces:R:3:nbo_charge:R:1
C 1.488 -1.397 -1.404 -1.749 -0.323 -0.619 -0.600
C 0.072 -1.347 -0.829 -0.280 0.190 -0.289 -0.220
C -0.897 -2.184 -1.692 -0.249 0.345 0.974 -0.607
C -0.441 0.126 -0.715 0.996 0.154 -0.728 -0.256
N -1.119 0.296 0.576 -1.801 0.269 -0.368 -0.717
C -2.435 1.007 0.439 1.147 0.484 0.608 0.101
O -3.236 0.301 -0.450 -0.335 -3.512 -0.369 -0.741
H 1.721 -2.427 -1.617 0.572 -0.371 -0.050 0.201
H 2.135 -0.953 -0.712 1.283 0.386 1.006 0.215
H 1.548 -0.838 -2.326 0.066 0.125 -0.433 0.189
H 0.136 -1.807 0.185 -0.226 0.582 -0.725 0.190
H -0.930 -1.857 -2.709 0.163 0.487 -0.774 0.213
H -1.948 -2.144 -1.356 0.376 -0.038 0.144 0.186
H -0.599 -3.214 -1.719 0.126 -0.699 0.095 0.203
H 0.418 0.875 -0.833 -1.054 -1.077 0.307 0.204
H -1.126 0.335 -1.608 0.836 -0.245 1.589 0.236
H -0.525 0.726 1.282 -0.044 0.210 -0.331 0.402
H -2.335 2.049 0.005 -0.085 -1.240 0.599 0.196
H -2.884 1.057 1.456 0.270 0.097 -0.533 0.159
H -3.124 -0.749 -0.342 -0.268 3.654 -0.047 0.473
O 3.003 -1.260 1.884 1.444 -1.095 -1.688 -1.003
H 2.646 -2.134 1.604 0.266 0.536 0.216 0.504
H 2.404 -0.974 2.538 -1.228 0.542 1.453 0.487
O 3.357 1.135 0.767 0.460 0.910 0.551 -0.969
H 3.079 1.116 -0.135 -0.221 0.021 -0.954 0.471
H 3.369 0.220 1.070 0.025 -0.826 0.160 0.508
O 0.939 -0.544 3.447 0.227 0.257 -0.110 -0.985
H 0.198 -1.064 3.115 -0.521 -0.354 -0.026 0.514
H 0.917 -0.614 4.393 -0.011 -0.043 0.749 0.493
O -0.504 3.167 0.729 -1.128 -0.334 -1.229 -0.986
H 0.123 2.690 1.255 1.187 -0.772 1.082 0.506
H -0.448 4.055 1.012 0.074 1.539 0.455 0.481
O 1.243 1.845 2.240 -0.115 0.994 -0.436 -1.025
H 2.092 1.714 1.765 -0.030 -0.129 -0.046 0.510
H 1.081 1.060 2.756 0.047 -0.601 0.471 0.494
O -0.264 1.029 -3.769 0.387 1.540 0.839 -1.006
H 0.014 1.744 -3.076 -0.285 -1.251 -1.054 0.515
H 0.301 0.280 -3.608 0.248 -0.358 -0.015 0.469
O 1.428 -3.433 1.516 -0.042 -0.146 0.251 -0.961
H 0.638 -2.937 1.809 0.193 -0.386 -0.521 0.499
H 1.322 -3.738 0.606 -0.351 0.192 0.261 0.484
O -1.122 -1.868 2.344 0.480 1.970 -1.012 -1.031
H -1.374 -1.199 1.592 0.614 -0.591 0.854 0.513
H -1.654 -2.626 2.234 -1.007 -1.355 -0.033 0.488
O -0.145 3.001 -1.948 0.297 0.265 -1.277 -1.008
H -1.081 3.007 -2.212 -0.212 0.047 -0.042 0.499
H -0.181 3.050 -0.998 0.122 0.074 1.126 0.499
O -2.532 2.200 -2.855 0.461 -0.713 -0.991 -0.984
H -1.936 1.687 -3.487 -1.002 0.590 0.993 0.508
H -2.831 1.536 -2.217 -0.124 -0.004 -0.087 0.487
```
Forces are in eV/Å.

[3]
DFT (ωB97M-V/def2-TZVPD) results for 12 unconnected molecules or ions with the total composition C5H33NO13.

## Properties
HOMO-LUMO gap (eV): 9.6
ΔE to the lowest compared entry with this formula, charge and spin (kcal/mol): 49.2
SMILES: CC[C@@H](C)NC(=O)O.O.O.O.O.O.O.O.O.O.O.O
Calculated total energy (eV): -33828.946
F_max (hartree/bohr): 0.0473

XYZ file:
```
52
Properties=species:S:1:pos:R:3:forces:R:3:nbo_charge:R:1
C 3.686 0.906 -2.376 -0.763 0.007 0.750 -0.606
C 2.554 -0.067 -2.077 -1.395 0.661 -0.712 -0.409
C 1.107 0.452 -2.227 -1.318 -2.030 0.177 -0.045
C 0.204 -0.808 -2.448 1.110 0.002 -0.850 -0.606
N 0.645 1.044 -0.974 -0.134 1.435 -1.021 -0.639
C -0.542 1.673 -0.870 -0.435 -1.143 2.103 0.893
O -1.423 1.812 -1.687 0.324 0.290 -1.458 -0.710
O -0.788 1.956 0.452 0.443 0.630 -0.524 -0.728
H 3.670 1.685 -1.613 0.138 0.121 0.003 0.204
H 3.568 1.403 -3.334 0.199 -0.190 -0.233 0.206
H 4.618 0.370 -2.273 0.405 0.080 -0.286 0.219
H 2.524 -0.925 -2.749 0.728 -0.165 0.140 0.206
H 2.560 -0.388 -1.045 0.620 -0.442 0.086 0.225
H 0.890 0.988 -3.149 0.396 1.244 0.510 0.212
H -0.871 -0.661 -2.421 -0.027 0.309 0.658 0.197
H 0.591 -1.562 -1.765 -0.587 -0.367 0.024 0.204
H 0.359 -1.142 -3.481 0.242 -0.288 0.185 0.207
H 1.039 0.781 -0.087 0.405 -0.038 -0.084 0.419
H -1.553 2.561 0.437 -0.245 -0.151 0.096 0.520
O 1.680 3.989 3.062 1.045 -0.431 -0.089 -0.967
H 1.052 3.879 3.777 -0.510 0.237 -0.289 0.490
H 1.309 4.418 2.290 -0.563 0.065 0.294 0.485
O 1.467 -2.829 2.945 0.202 -0.497 -0.936 -0.975
H 1.807 -2.944 3.826 -0.240 0.228 0.639 0.491
H 0.665 -2.303 2.922 -0.029 0.238 0.457 0.496
O -1.644 -2.076 1.374 1.399 0.370 -0.858 -0.966
H -1.932 -2.744 1.978 -0.872 -0.276 0.478 0.488
H -2.352 -1.498 1.084 -0.539 -0.543 0.717 0.475
O -3.378 3.118 -0.169 -0.339 -0.181 0.141 -0.955
H -3.469 2.149 -0.251 0.190 0.646 0.458 0.482
H -3.566 3.472 -1.040 0.184 0.196 -0.076 0.470
O 1.618 0.988 2.725 0.017 -0.101 -0.211 -0.983
H 2.028 0.471 2.022 0.117 -0.253 0.062 0.479
H 1.857 1.904 2.527 -0.138 0.164 0.235 0.497
O -2.611 -3.092 -1.811 -0.152 0.379 0.661 -0.917
H -2.755 -3.307 -0.880 0.132 -0.491 -0.142 0.463
H -2.739 -2.138 -1.755 0.008 0.107 -0.539 0.455
O -0.985 0.943 4.479 0.953 -0.528 -0.525 -0.939
H -0.713 0.640 3.597 -0.705 0.312 -0.316 0.476
H -0.094 0.846 4.839 -0.118 0.308 0.737 0.464
O -3.362 0.442 0.389 0.012 -1.055 -1.131 -0.927
H -2.577 -0.113 0.336 0.615 0.732 0.522 0.448
H -3.568 0.344 -0.567 -0.742 0.046 0.197 0.485
O -3.960 0.572 -2.543 -0.239 -0.491 0.317 -0.943
H -3.865 1.445 -2.155 0.265 0.241 -0.386 0.473
H -3.112 0.377 -2.957 0.102 0.338 0.009 0.489
O 2.752 -1.617 0.747 0.001 0.296 -0.127 -1.011
H 2.633 -2.057 1.605 -0.149 0.028 -0.338 0.494
H 2.273 -2.187 0.110 0.313 0.048 0.672 0.497
O 1.124 -3.708 0.058 -0.110 -0.333 -0.143 -0.948
H 0.308 -3.248 0.258 -0.501 0.291 -0.136 0.481
H 1.270 -4.215 0.862 0.278 -0.056 0.085 0.483
```
Forces are in eV/Å.

[4]
DFT (ωB97M-V/def2-TZVPD) results for 13 unconnected molecules or ions with the total composition C5H33O13.

## Properties
Charge: -1
HOMO-LUMO gap (eV): 9.1
ΔE to the lowest compared entry with this formula, charge and spin (kcal/mol): 0.0
Calculated total energy (eV): -32339.710
F_max (hartree/bohr): 0.0375

XYZ file:
```
51
Properties=species:S:1:pos:R:3:forces:R:3:nbo_charge:R:1
C -0.105 0.241 -0.662 -0.257 1.833 0.542 -0.067
O 1.108 -0.411 -0.717 -0.083 -0.487 0.388 -0.935
C -0.430 0.861 -2.022 0.232 -0.792 -0.240 -0.438
C -1.823 1.495 -2.102 -1.130 -0.597 -0.646 -0.460
C -2.103 2.633 -1.139 0.896 -0.357 -0.690 -0.181
C -1.365 3.730 -1.171 1.345 1.181 0.140 -0.405
H -0.080 1.048 0.092 -0.044 0.113 0.011 0.142
H -1.008 -0.370 -0.337 1.022 0.321 -0.171 0.127
H 0.404 1.432 -2.450 -0.258 0.865 0.902 0.229
H -0.266 0.019 -2.702 -0.970 -0.326 -0.366 0.200
H -2.622 0.772 -1.891 0.478 -0.525 0.244 0.206
H -2.081 1.678 -3.145 0.295 0.730 -0.212 0.215
H -2.834 2.368 -0.382 0.371 0.418 0.405 0.201
H -0.679 4.065 -1.954 -0.191 -1.268 -0.661 0.187
H -1.059 4.424 -0.404 -1.515 0.177 0.977 0.208
H 2.852 2.692 -1.533 0.122 -0.728 0.154 0.501
H 2.195 2.144 -0.213 0.431 -0.302 -0.289 0.485
O 2.248 2.889 -0.816 -0.648 1.124 0.250 -0.985
H 3.428 -1.760 -0.345 -0.669 -0.235 0.268 0.478
H 2.571 -2.780 -1.213 -0.345 0.312 0.669 0.497
O 3.386 -2.280 -1.147 1.155 -0.293 -0.870 -0.975
H -2.290 -2.143 -1.505 0.756 0.585 0.210 0.504
H -0.860 -1.405 -1.632 -0.398 -0.194 -0.316 0.485
O -1.309 -2.242 -1.490 -0.180 -1.228 -0.268 -1.016
H 0.949 -2.844 2.184 0.945 0.583 -0.146 0.524
H 1.851 -2.414 3.496 0.209 0.258 -0.656 0.488
O 1.034 -2.781 3.165 -0.662 -0.649 0.728 -1.018
H -2.958 -1.654 2.316 0.288 0.478 -0.559 0.524
H -2.288 -0.740 1.259 0.046 -0.042 0.154 0.482
O -3.136 -1.123 1.505 -0.505 0.324 0.605 -0.982
H 0.737 0.608 2.388 0.341 0.090 0.360 0.484
H -0.497 -0.193 2.482 -0.197 -0.116 0.328 0.461
O -0.049 0.522 2.949 0.073 -0.033 -0.590 -0.947
H -3.791 -1.418 0.075 0.115 -0.680 -0.454 0.511
H -4.177 -2.716 -0.711 -0.095 0.033 0.155 0.466
O -3.866 -1.816 -0.836 -0.611 0.236 -0.285 -0.992
H 2.539 0.206 -1.311 0.090 -0.342 -0.630 0.511
H 3.905 -0.166 -2.047 -0.374 -0.373 0.081 0.482
O 3.389 0.556 -1.686 0.344 0.722 0.144 -1.040
H 3.550 0.211 1.143 -0.029 0.194 -0.046 0.473
H 2.120 -0.117 0.622 -0.013 0.044 0.138 0.498
O 2.647 0.077 1.445 -0.151 -0.056 -0.131 -1.016
H 1.042 4.037 0.523 0.287 0.329 0.277 0.484
H 0.649 3.095 1.572 -0.160 0.107 0.532 0.467
O 0.854 4.035 1.479 -0.099 -0.438 -0.711 -0.951
H -0.055 -2.740 0.051 -0.020 -0.323 -0.102 0.487
H 0.955 -1.585 0.008 0.116 -0.611 0.416 0.499
O 0.762 -2.517 0.522 -0.317 0.319 -0.337 -1.089
H -0.599 -2.316 3.274 -0.415 -0.272 0.221 0.519
H -1.322 -2.815 2.062 -0.087 -0.135 -0.039 0.472
O -1.521 -2.491 2.949 0.462 0.025 0.119 -1.006
```
Forces are in eV/Å.